# 1
The following is a DFT calculation (ωB97M-V/def2-TZVPD) of a structure of composition C50H58BN9OPdS3Si.

Output
Frontier orbital gap (alpha / beta)   4.41 / 4.44 eV
Highest occupied orbital energy (alpha / beta)   -12.28 / -12.28 eV
Multiplicity   1
Net charge   +2

CARTESIAN COORDINATES (ANGSTROEM)
1 Pd -0.11109 0.13242 0.47225
2 C -5.31477 -2.21286 -3.33777
3 C -4.60785 -1.39409 -2.26176
4 C -5.41603 -0.12761 -1.98544
5 C -4.45513 -2.25931 -1.00595
6 N -3.23576 -1.00702 -2.76558
7 C -2.73605 -1.35287 -4.01200
8 C -1.46399 -0.92590 -4.07833
9 N -1.17114 -0.29933 -2.87929
10 B 0.11946 0.31281 -2.35496
11 N 1.41347 -0.38140 -2.73575
12 C 1.86361 -0.77337 -3.98807
13 C 3.06586 -1.34269 -3.82936
14 N 3.37821 -1.31445 -2.47512
15 C 2.36259 -0.70430 -1.82282
16 S 2.34272 -0.33513 -0.12876
17 C 4.71161 -1.76180 -1.91656
18 C 5.49533 -2.47497 -3.01444
19 C 5.48283 -0.52010 -1.47023
20 C 4.50131 -2.74935 -0.76756
21 N 0.13838 1.82491 -2.54565
22 C -0.07502 2.47791 -3.74878
23 C -0.05194 3.79781 -3.50097
24 N 0.15793 3.96784 -2.14021
25 C 0.27217 2.74723 -1.57808
26 S 0.59205 2.44352 0.09649
27 C 0.19221 5.31057 -1.44294
28 C 1.52717 5.46537 -0.71362
29 C -1.00130 5.39714 -0.49116
30 C 0.08273 6.41596 -2.48868
31 C -2.26788 -0.35471 -2.09084
32 S -2.42437 0.39324 -0.52968
33 H -6.30406 -2.47166 -2.96520
34 H -4.78770 -3.14424 -3.55556
35 H -5.45242 -1.64447 -4.25974
36 H -6.41378 -0.40684 -1.64586
37 H -5.51379 0.47132 -2.89300
38 H -4.95878 0.48420 -1.20704
39 H -5.40980 -2.73947 -0.78733
40 H -4.16893 -1.67134 -0.13605
41 H -3.70526 -3.03806 -1.16554
42 H -3.31631 -1.87272 -4.75080
43 H -0.75536 -1.02488 -4.88011
44 H 0.03617 0.12196 -1.16218
45 H 1.32209 -0.58867 -4.89827
46 H 3.71087 -1.78132 -4.56681
47 H 5.75505 -1.80727 -3.83760
48 H 4.95400 -3.34178 -3.39961
49 H 6.42763 -2.83368 -2.58196
50 H 5.61487 0.16557 -2.30932
51 H 6.46799 -0.81354 -1.10632
52 H 4.97139 0.00482 -0.66311
53 H 3.94157 -3.62332 -1.10960
54 H 3.98371 -2.30436 0.07859
55 H 5.47835 -3.08008 -0.41339
56 H -0.22757 1.94996 -4.67633
57 H -0.17322 4.61991 -4.18106
58 H 1.63714 4.75935 0.11020
59 H 1.59058 6.46998 -0.29455
60 H 2.35894 5.32697 -1.40756
61 H -0.94943 4.65748 0.30689
62 H -1.93472 5.26038 -1.04138
63 H -1.01858 6.38551 -0.02906
64 H 0.89985 6.37430 -3.21203
65 H 0.15414 7.37069 -1.96991
66 H -0.87421 6.39658 -3.01318
67 O -0.25480 0.25121 2.48355
68 Si -0.98071 0.83401 3.83210
69 C -2.26920 2.17755 3.46268
70 C -2.49109 2.62410 2.15728
71 C -3.50923 3.53274 1.87796
72 C -4.29369 4.02650 2.90904
73 C -4.06440 3.60908 4.21485
74 C -3.06419 2.68630 4.49035
75 C -1.95791 -0.53588 4.65787
76 C -3.27522 -0.78337 4.25638
77 C -3.97414 -1.87680 4.75372
78 C -3.36327 -2.74005 5.65754
79 C -2.05729 -2.50572 6.06902
80 C -1.35697 -1.41240 5.56978
81 C 0.31837 1.63563 4.91913
82 C 0.17270 1.70485 6.30223
83 C 1.18830 2.24565 7.07926
84 C 2.34817 2.72199 6.48229
85 C 2.49389 2.67176 5.10212
86 C 1.48061 2.13407 4.31957
87 H -1.86798 2.26624 1.35431
88 H -3.68674 3.85580 0.85654
89 H -5.08236 4.73852 2.70177
90 H -4.66468 4.00463 5.02499
91 H -2.91587 2.36160 5.51645
92 H -3.76632 -0.10680 3.56186
93 H -4.99739 -2.05254 4.44392
94 H -3.90490 -3.59688 6.03889
95 H -1.58405 -3.17182 6.78076
96 H -0.33576 -1.23741 5.89629
97 H -0.72764 1.33992 6.78618
98 H 1.07371 2.29570 8.15466
99 H 3.13753 3.13894 7.09399
100 H 3.39580 3.04742 4.63498
101 H 1.59474 2.09514 3.24033
102 C -1.54904 -3.37733 2.34784
103 C -1.44601 -2.21300 1.61847
104 N -0.45102 -2.01620 0.74004
105 C 0.46612 -2.96790 0.56676
106 C 0.43010 -4.16914 1.24479
107 C -0.59456 -4.36328 2.16402
108 C 1.48113 -5.20145 1.06074
109 C 1.53130 -6.13661 0.11561
110 C 0.58108 -6.32872 -1.00101
111 C 0.71062 -7.42511 -1.84201
112 C -0.20671 -7.55275 -2.87155
113 N -1.17754 -6.66417 -3.07164
114 C -1.21855 -5.65119 -2.21381
115 N -0.39732 -5.43528 -1.19363
116 H -2.35483 -3.48796 3.05962
117 H -2.16121 -1.41565 1.73908
118 H 1.24655 -2.76612 -0.15400
119 H -0.64412 -5.28941 2.72494
120 H 2.24922 -5.21607 1.82891
121 H 2.33681 -6.86135 0.16290
122 H 1.49693 -8.15481 -1.70050
123 H -0.16505 -8.38874 -3.56052
124 H -2.00674 -4.91816 -2.36327

Atoms 1-6, force components in eV/Å:
0.36 0.36 -0.70
0.11 0.04 -0.11
-0.22 -0.05 0.16
0.12 0.04 -0.05
0.12 0.05 -0.02
0.02 -0.08 0.03

# 2
The following is a DFT calculation (ωB97M-V/def2-TZVPD) of a structure of composition C50H58BaCl3N8O3S2Sb2.

Output
Relative energy (zero: lowest compared OMol25 entry of this formula, charge and spin)   5.64 kcal/mol
Frontier orbital gap   7.65 eV
Highest occupied orbital energy   -9.72 eV
Multiplicity   1
Net charge   +1

CARTESIAN COORDINATES (ANGSTROEM)
1 Ba -0.49872 -0.85506 0.19760
2 N 0.56198 2.89688 1.37845
3 C 1.78971 3.38238 0.99348
4 C 2.23153 4.64893 1.29855
5 C 3.48922 5.10352 0.85603
6 C 4.31564 4.30295 0.12306
7 C 3.90031 2.98920 -0.20096
8 C 4.72697 2.08283 -0.90665
9 C 4.29185 0.81304 -1.14053
10 C 3.00825 0.44484 -0.68789
11 N 2.19529 1.25515 -0.05287
12 C 2.63258 2.52400 0.20886
13 H 0.48475 1.89897 1.27163
14 H 0.10552 3.29971 2.17723
15 H 1.59529 5.30718 1.87833
16 H 3.79885 6.10898 1.11046
17 H 5.28553 4.64982 -0.20895
18 H 5.70553 2.40903 -1.23841
19 H 4.90259 0.09078 -1.66483
20 H 2.64840 -0.56003 -0.87978
21 C -3.15523 0.06327 4.16758
22 Sb -2.52623 0.94403 2.33290
23 C -2.48385 2.97960 2.99906
24 C -4.47623 0.92517 1.35076
25 C -5.02706 2.28636 1.07386
26 C -5.71850 2.95023 2.08870
27 C -6.21279 4.23132 1.91968
28 C -6.02331 4.87974 0.70816
29 C -5.35907 4.22628 -0.31537
30 C -4.85856 2.93139 -0.16263
31 C -4.17453 2.28897 -1.32968
32 Sb -2.01349 2.44813 -1.27535
33 C -1.90519 4.54055 -0.85833
34 C -1.77578 2.62246 -3.39980
35 H -3.92969 0.66983 4.63621
36 H -2.30188 -0.02507 4.83662
37 H -3.54230 -0.93284 3.95512
38 H -3.43387 3.25164 3.45506
39 H -2.29169 3.64914 2.16061
40 H -1.69074 3.07990 3.74040
41 H -5.12453 0.37942 2.03783
42 H -4.35086 0.32389 0.45221
43 H -5.87378 2.43609 3.03195
44 H -6.74998 4.71693 2.72402
45 H -6.40674 5.88001 0.55491
46 H -5.23583 4.72129 -1.27233
47 H -4.48474 2.77088 -2.25685
48 H -4.39429 1.22426 -1.41284
49 H -2.37249 5.10623 -1.66370
50 H -0.86022 4.83267 -0.76034
51 H -2.42391 4.75618 0.07524
52 H -2.53373 3.29858 -3.79415
53 H -1.87648 1.64331 -3.86706
54 H -0.78832 3.02304 -3.62972
55 C -0.88034 -4.76981 -0.82498
56 C 0.50424 -4.46479 -0.37480
57 N 0.97802 -3.27217 -0.07820
58 C 2.28388 -3.46535 0.33224
59 C 2.59606 -4.78414 0.27670
60 N 1.45571 -5.40691 -0.18028
61 H -1.23022 -4.00291 -1.51749
62 H -1.56065 -4.77788 0.02798
63 H -0.93043 -5.73491 -1.32814
64 H 2.90033 -2.64656 0.66387
65 H 3.49384 -5.32570 0.51536
66 H 1.33221 -6.39344 -0.31861
67 Cl -3.60546 -5.74656 -2.92346
68 C -2.54300 -4.78607 -3.89955
69 C -1.38835 -5.35737 -4.41047
70 C -0.55267 -4.58400 -5.19360
71 C -0.84513 -3.25682 -5.51137
72 C 0.09462 -2.44449 -6.39114
73 C 1.47509 -2.30884 -5.73166
74 N 1.34262 -1.47323 -4.54811
75 C 1.26347 -0.09968 -4.56528
76 C 0.89781 0.27121 -3.31126
77 N 0.71967 -0.84459 -2.52578
78 C 0.99691 -1.87024 -3.30098
79 O 0.11895 -2.88049 -7.73534
80 C 1.24649 -3.54240 -8.28830
81 C 1.48000 -4.93584 -7.78854
82 C 0.57267 -5.94860 -7.88782
83 Cl -0.98103 -5.85826 -8.59528
84 S 1.09527 -7.38706 -7.12222
85 C 2.57947 -6.65986 -6.67874
86 C 2.65044 -5.36772 -7.09901
87 C -1.99798 -2.71481 -4.94785
88 Cl -2.43343 -1.04965 -5.20549
89 C -2.84914 -3.46124 -4.14233
90 H -1.15224 -6.39280 -4.20480
91 H 0.35451 -5.03526 -5.57144
92 H -0.30788 -1.43723 -6.46124
93 H 2.17922 -1.82192 -6.40663
94 H 1.88592 -3.27582 -5.43839
95 H 1.47721 0.47242 -5.45215
96 H 0.75444 1.26587 -2.92337
97 H 0.94787 -2.90889 -3.01113
98 H 2.16087 -2.95377 -8.15936
99 H 1.02686 -3.56580 -9.35520
100 H 3.32737 -7.23293 -6.15463
101 H 3.51214 -4.73402 -6.93400
102 H -3.73070 -3.00793 -3.71180
103 C -4.42046 -3.07690 -0.02482
104 C -3.13086 -2.29962 0.09900
105 O -2.37555 -2.50933 1.09092
106 O -2.85772 -1.44644 -0.80065
107 H -4.48827 -3.84628 0.74013
108 H -4.48649 -3.52035 -1.01741
109 H -5.26048 -2.38776 0.07796
110 N 3.14289 0.96827 2.97309
111 C 2.02966 0.56720 3.60561
112 S 1.16714 -0.76836 3.04208
113 N 1.71177 1.28100 4.70184
114 C 0.63823 1.07329 5.62012
115 C -0.13918 2.16951 5.96848
116 C -1.11979 2.04201 6.94135
117 C -1.32118 0.81963 7.56417
118 C -0.54140 -0.27226 7.20933
119 C 0.44362 -0.15327 6.24053
120 H 3.36689 0.52043 2.10325
121 H 3.63255 1.81405 3.21810
122 H 2.27825 2.09212 4.89658
123 H 0.03590 3.12559 5.48794
124 H -1.72028 2.90007 7.21350
125 H -2.08192 0.71770 8.32642
126 H -0.69191 -1.22656 7.69679
127 H 1.06347 -0.99651 5.97652

Atoms 1-6, force components in eV/Å:
0.47 -0.11 -0.52
0.16 -0.06 -0.22
0.01 -0.01 -0.09
0.00 -0.02 -0.02
-0.01 0.04 0.03
0.02 -0.02 -0.03